Density functional theory data (ωB97M-V with the def2-TZVPD basis set) for 4 unconnected molecules or ions with the total composition C3H13O5.

```
21
Properties=species:S:1:pos:R:3:forces:R:3:lowdin_charge:R:1
C 1.181543 -1.172200 -0.718342 0.2 0.6 -0.6 -0.191
C 0.028361 -0.286677 -1.127399 -0.1 -0.3 0.0 -0.262
O -1.216334 -0.976608 -1.409468 0.2 0.1 0.0 -0.103
C 2.217519 -0.312283 0.080490 -0.9 0.1 1.2 -0.488
O 1.693752 0.140056 1.266961 -0.2 0.1 -0.5 -0.359
H 1.628079 -1.611613 -1.613159 0.2 -0.2 -0.1 0.093
H 0.840835 -1.971437 -0.058599 -0.1 0.0 0.2 0.104
H -0.142714 0.370373 -0.324661 -0.4 0.7 1.2 0.053
H 0.238124 0.352707 -1.961635 0.4 0.1 -0.7 0.111
H -0.963172 -1.886669 -1.283673 -0.3 -0.6 0.0 0.062
H 3.083886 -0.979029 0.236366 0.4 0.0 -0.2 0.075
H 2.536949 0.557989 -0.534475 0.2 -0.4 -0.5 0.086
H -2.406942 -0.439373 -0.021180 -1.3 -1.0 1.2 0.053
H -3.181693 -1.624194 0.721561 0.3 0.5 -0.2 0.035
O -3.094424 -0.659822 0.700747 0.9 0.4 -1.0 -0.110
H -0.245851 2.862905 0.268771 0.2 -0.3 0.0 0.029
H 1.029287 2.091920 0.051777 1.4 -2.3 1.4 -0.049
O 0.546786 2.802266 -0.280376 -1.6 2.5 -1.2 -0.051
H -0.423605 0.924565 2.009849 -0.8 -0.1 -0.1 0.024
H -2.001610 0.538513 1.928367 1.3 0.8 0.0 0.012
O -1.348774 1.278609 2.068080 -0.1 -0.7 -0.1 -0.122
```
Positions in Å, forces in eV/Å.

## Properties
HOMO-LUMO gap = 0.24500 hartree
Electronic energy = -13559.59213 eV
F_max = 3.2 eV/A
LUMO energy = 3.370 eV
Net charge = -1